A molecular structure, C49H34F5MoN2P2SSe4Te in a non-equilibrium geometry. Source: the OMol25 dataset; level of theory: ωB97M-V/def2-TZVPD.

```
! wB97M-V def2-TZVPD RIJCOSX def2/J DEFGRID3
* xyz -1 3
Mo -1.96359 0.49278 0.48128
Se -2.86485 3.35398 3.80960
Se -4.56211 4.34144 2.63526
Se -4.37175 3.55297 0.40733
Se -4.40064 1.25954 0.75026
F -4.04279 3.52375 -5.26813
C -3.72452 2.55396 -4.41038
C -2.99835 2.83887 -3.27190
F -2.61141 4.08487 -3.01509
C -2.68472 1.80673 -2.41419
F -1.94075 2.10034 -1.31960
C -3.08990 0.50181 -2.59823
S -2.73086 -0.76566 -1.45683
C -3.80928 0.24904 -3.75789
F -4.23527 -0.99127 -4.01677
C -4.11655 1.25112 -4.65567
F -4.81017 0.97156 -5.76253
Te 3.06223 -1.31864 -0.22667
C 4.79495 -0.13858 -0.55600
C 5.89540 -0.66238 -1.22100
C 7.00075 0.14850 -1.44119
N 7.08082 1.41779 -1.04492
C 6.01690 1.91006 -0.40280
C 4.86580 1.18470 -0.14081
C 1.71616 0.24856 -0.66219
P 0.50097 0.71357 0.56140
C 0.31334 2.52130 0.42366
C -0.79909 3.04133 1.08813
C -1.09095 4.39632 1.05210
C -0.24072 5.23301 0.34597
C 0.87440 4.72370 -0.31947
C 1.15188 3.36649 -0.29056
C 1.32336 0.54414 2.18158
C 2.23500 1.49261 2.63108
C 2.97937 1.25142 3.77780
C 2.81578 0.06509 4.48151
C 1.89718 -0.87859 4.04590
C 1.15616 -0.63881 2.89888
P 0.88530 0.18395 -2.27901
C 2.36304 0.46542 -3.35681
C 3.16604 -0.53089 -3.90875
C 4.35802 -0.20571 -4.54706
C 4.77365 1.11468 -4.63200
C 3.97788 2.11847 -4.09366
C 2.78168 1.79309 -3.47153
C 0.43498 -1.55281 -2.70726
C 0.12888 -2.50815 -1.74376
C -0.32541 -3.77094 -2.10123
C -0.50035 -4.09420 -3.43979
C -0.23215 -3.14064 -4.41360
C 0.22208 -1.88016 -4.04730
H 5.89094 -1.68715 -1.57622
H 7.86382 -0.23750 -1.97574
H 6.09802 2.94326 -0.07835
H 4.03178 1.64067 0.37600
H -1.42698 2.36590 1.69411
H -1.95118 4.78507 1.57798
H -0.44689 6.29557 0.32118
H 1.53147 5.39579 -0.85936
H 2.00806 2.94691 -0.80650
H 2.36219 2.41925 2.08459
H 3.69092 1.99284 4.12016
H 3.40272 -0.12058 5.37287
H 1.76595 -1.80423 4.59285
H 0.44206 -1.37674 2.54842
H 2.86338 -1.56712 -3.84058
H 4.97430 -0.99389 -4.96523
H 5.71679 1.36122 -5.10464
H 4.29402 3.15308 -4.15735
H 2.15775 2.57771 -3.05697
H 0.18548 -2.24953 -0.69105
H -0.56794 -4.49273 -1.32918
H -0.85630 -5.07781 -3.72315
H -0.38535 -3.37510 -5.46065
H 0.41001 -1.13317 -4.81134
N -2.15674 -0.85164 1.62359
C -2.48066 -1.74406 2.50265
C -2.76121 -1.27296 3.87850
C -2.06416 -0.18321 4.40079
C -2.40841 0.33784 5.63465
C -3.46609 -0.20782 6.34730
C -4.17436 -1.28342 5.82818
C -3.82054 -1.82389 4.60289
C -2.65058 -3.15631 2.11787
C -3.08248 -3.48908 0.83394
C -3.23369 -4.81797 0.47255
C -2.94841 -5.82464 1.38607
C -2.51703 -5.49843 2.66615
C -2.37273 -4.17098 3.03427
H -1.25075 0.25259 3.83672
H -1.85641 1.17900 6.03267
H -3.74266 0.21132 7.30602
H -5.02154 -1.68923 6.36616
H -4.38740 -2.64590 4.18414
H -3.32000 -2.70293 0.13028
H -3.57528 -5.06283 -0.52482
H -3.06493 -6.86305 1.10200
H -2.29204 -6.28161 3.37894
H -2.03278 -3.91206 4.02951
*
```

Output
Strongest force on any atom: 0.0340 hartree/bohr
LUMO (alpha / beta): 0.0422 / 0.0085 hartree
Molar mass: 1379.2 Da
⟨S²⟩: 2.07
ΔE to the lowest compared entry with this formula, charge and spin: 53.0 kcal per mole
HOMO energy (alpha / beta): -3.70 / -3.70 eV

Atom charges from the Mulliken analysis, given in e for atoms 1 to 6:
1 Mo 0.186
2 Se -0.401
3 Se -0.274
4 Se -0.219
5 Se -0.285
6 F -0.319